No. 1
89
Properties=species:S:1:pos:R:3:forces:R:3 method="wB97M-V/def2-TZVPD" max_force_ev_per_a=7.4 gap_ev="5.702 / 6.423" total_charge=+1 s_squared=2.01 e_lumo_ha="-0.1738 / -0.1738" energy_ev=-91413.4201 spin_multiplicity=3
C 4.19403 3.44186 -3.70846 -0.377 0.187 1.413
C 4.18190 2.02411 -2.99537 -0.005 1.405 -0.233
I 6.05590 2.01430 -1.84522 -0.578 -0.296 -0.297
C 4.11981 0.77044 -3.94427 2.202 2.094 -0.098
I 4.50689 1.35459 -6.02982 -0.343 -0.386 0.524
N 2.89740 -0.18794 -3.76133 0.397 0.319 0.638
N 3.07422 -1.18273 -4.75004 -0.199 -0.526 0.337
C 4.21429 -2.05722 -4.76491 2.278 -0.457 -0.147
O 4.07472 -3.18374 -4.53525 -1.107 -2.177 0.494
F 5.45404 -1.71014 -5.16039 -1.525 1.854 0.310
C 1.96556 -1.95178 -5.29326 -1.600 -0.910 -0.139
O 1.86331 -1.98225 -6.44019 0.408 0.101 -2.553
F 1.06252 -2.66061 -4.59725 1.321 1.120 1.472
C 2.86146 -0.74068 -2.34864 1.084 -3.026 2.997
F 2.55214 -2.06924 -2.32101 -0.413 1.215 -1.507
F 4.10292 -0.77914 -1.79725 -0.556 1.327 -1.367
C 1.88832 -0.19763 -1.23470 -1.608 -0.683 4.550
F 1.54062 1.07768 -1.13102 0.615 -0.197 -1.490
F 2.49290 -0.48160 -0.03861 0.485 0.284 -1.391
F 0.76139 -0.94096 -1.12980 0.680 0.703 -1.592
P 1.36658 0.71946 -4.24455 -4.980 4.184 -3.502
O 1.22124 0.92783 -5.68871 1.432 -1.553 0.273
O 0.02628 -0.02652 -3.73777 1.926 0.031 1.079
O 1.31116 2.24291 -3.65642 0.791 -2.286 1.090
H 5.17167 3.68368 -4.16470 -0.738 -0.342 -0.055
H 4.07160 4.16770 -2.86303 0.117 -0.504 -0.690
H 3.31505 3.60106 -4.36402 0.717 -0.261 0.145
H 3.39733 2.11729 -2.22027 0.309 -0.614 -0.538
H 5.09117 0.26030 -3.74043 -1.411 -0.618 -0.060
H -0.62863 -0.08683 -4.46388 0.479 -0.102 0.036
H 0.36281 2.49075 -3.61513 0.357 0.009 0.218
C -1.32521 1.37318 0.52371 -0.380 -0.319 0.017
C -1.33701 2.91880 0.62617 1.221 -1.746 0.213
C -1.33146 3.36419 2.09969 -0.359 0.315 0.275
C -2.67793 3.20362 2.79136 -0.041 0.007 -0.016
C -3.76125 3.92884 1.99989 0.509 0.101 0.169
C -3.82821 3.47267 0.53447 -1.969 -1.209 0.106
N -2.48919 3.47673 -0.14029 0.604 2.868 1.216
O -2.19764 4.72594 -0.44141 -0.136 -0.906 -0.655
C -4.46101 2.06217 0.48953 0.175 -0.301 0.075
C -4.84981 4.35069 -0.20818 0.536 0.523 -0.311
C 0.02782 3.32562 0.03620 -0.292 0.719 -0.246
H -0.78116 1.04198 -0.36275 -0.030 0.144 -0.001
H -0.84379 0.91979 1.39471 0.054 0.113 -0.049
H -2.30645 0.91638 0.43605 -0.035 0.115 0.126
H -1.03700 4.41806 2.16750 -0.063 -0.025 -0.224
H -0.57218 2.80833 2.65752 0.048 -0.067 -0.263
H -2.92147 2.14354 2.91358 -0.009 0.024 -0.035
H -2.62391 3.62364 3.79894 0.016 -0.064 -0.040
H -4.72954 3.77135 2.48233 -0.046 -0.037 -0.253
H -3.56780 5.00608 2.04415 0.039 -0.031 -0.138
H -4.37397 1.62315 -0.50761 0.052 0.028 0.037
H -5.52490 2.10840 0.72660 0.067 0.213 -0.030
H -4.03857 1.37073 1.21653 0.087 -0.014 -0.049
H -4.60837 5.41298 -0.14927 0.149 -0.116 -0.088
H -5.84252 4.23610 0.22865 0.149 -0.212 0.120
H -4.91754 4.07109 -1.26262 0.051 0.017 0.048
H 0.07950 3.10368 -1.03388 -0.103 0.067 0.028
H 0.83293 2.77434 0.52687 -0.260 -0.129 0.132
H 0.24511 4.38513 0.17380 -0.161 -0.020 -0.079
C 1.59877 -2.68298 3.01981 0.048 0.087 -0.515
C 0.37705 -3.08797 3.88205 2.134 0.204 0.039
C 0.31736 -4.61687 4.05717 -0.415 -0.333 -0.187
C -0.18144 -5.35545 2.82264 -0.036 0.000 0.019
C -1.53381 -4.79794 2.39136 0.240 -0.172 0.409
C -1.50004 -3.28010 2.15977 -0.137 -0.007 -2.175
N -0.87829 -2.52865 3.29633 -1.674 -1.690 2.020
O -1.77178 -2.45995 4.26086 0.461 0.766 -0.644
C -0.74305 -3.00227 0.84195 0.338 0.001 -0.116
C -2.93032 -2.79746 1.86315 -0.176 0.233 0.707
C 0.71095 -2.49547 5.26320 -0.725 0.200 0.180
H 1.99450 -1.71278 3.33013 -0.092 -0.058 0.124
H 2.40750 -3.41242 3.10933 -0.082 0.032 0.131
H 1.39093 -2.57465 1.95872 -0.096 -0.142 0.017
H -0.34349 -4.86886 4.89448 -0.053 0.218 -0.053
H 1.30320 -5.00150 4.33235 0.022 0.278 0.025
H 0.55152 -5.28453 2.01227 -0.034 0.038 -0.001
H -0.28547 -6.41978 3.04948 0.046 0.048 -0.029
H -1.86189 -5.30621 1.47999 -0.058 0.241 -0.045
H -2.27513 -5.03851 3.16066 0.026 0.149 0.025
H -0.54397 -1.93464 0.72343 0.002 -0.036 0.118
H -1.33456 -3.31499 -0.02126 -0.168 -0.021 0.182
H 0.19519 -3.54765 0.75362 0.064 0.066 0.089
H -3.62920 -3.04706 2.66253 0.165 0.129 0.065
H -3.31527 -3.27124 0.95864 0.268 -0.072 -0.007
H -2.95693 -1.71514 1.70785 0.031 -0.035 0.067
H 0.70488 -1.40300 5.23682 -0.055 -0.064 -0.034
H 1.70760 -2.81351 5.57754 -0.004 -0.069 -0.281
H 0.01711 -2.82061 6.03856 -0.073 0.055 -0.131

No. 2
77
Properties=species:S:1:pos:R:3:forces:R:3 method="wB97M-V/def2-TZVPD" max_force_ev_per_a=0.5 e_above_lowest_ev=0.000 gap_ev=8.834 e_lumo_ha=-0.0027 smiles="NCCCCc1cc(CCCCOC=O)cc2nccnc12.COCCOC.COCCOC" energy_ev=-43375.1336
N 2.70621 -0.05603 3.89522 -0.096 0.193 -0.064
C 2.80017 -0.12495 2.43829 0.085 -0.137 -0.154
C 1.49358 -0.39413 1.68043 -0.055 -0.268 0.388
C 0.29393 0.45932 2.08030 -0.063 0.147 -0.229
C 0.26431 1.79662 1.35043 0.005 -0.158 0.164
C -0.99253 2.60419 1.51247 0.045 -0.032 0.029
C -2.09198 2.16826 2.19181 -0.174 0.083 0.041
C -3.29396 2.92581 2.26991 0.077 0.057 -0.006
C -4.48073 2.33125 2.98026 0.185 -0.113 0.034
C -4.87900 0.95011 2.42552 -0.040 0.363 -0.071
C -4.90123 0.87000 0.88986 -0.028 -0.255 0.000
C -4.00007 -0.24477 0.39941 0.020 -0.170 -0.229
O -4.18012 -0.44062 -1.02480 0.044 0.255 0.166
C -3.09698 -0.09958 -1.76506 0.015 0.083 -0.430
O -3.04267 0.86252 -2.46701 -0.105 -0.128 0.093
C -3.35203 4.15024 1.67311 -0.139 -0.079 0.126
C -2.23317 4.66071 0.98091 0.219 -0.034 -0.077
N -2.31796 5.88610 0.39497 0.034 -0.025 -0.004
C -1.26109 6.29110 -0.25232 0.097 -0.070 0.024
C -0.08049 5.51293 -0.34839 -0.097 0.044 0.008
N 0.03073 4.33936 0.20926 -0.052 0.037 0.006
C -1.05324 3.88692 0.89234 -0.131 0.163 -0.090
H 2.00952 -0.70759 4.23743 0.065 -0.093 0.032
H 2.40081 0.86420 4.18567 -0.010 -0.003 0.040
H 3.48134 -0.94300 2.19438 0.074 0.026 -0.082
H 3.28232 0.78225 2.07312 -0.020 0.119 0.098
H 1.67727 -0.30175 0.60788 0.012 -0.017 -0.067
H 1.23793 -1.44367 1.85068 0.003 -0.050 -0.032
H -0.61377 -0.10739 1.85562 -0.036 0.024 -0.060
H 0.28298 0.62815 3.15976 -0.013 -0.062 0.056
H 0.40893 1.61303 0.28306 0.068 0.092 -0.064
H 1.11086 2.40985 1.66469 0.081 0.023 -0.089
H -2.08362 1.20848 2.69226 0.115 -0.036 -0.011
H -4.22215 2.20933 4.03509 -0.105 0.043 0.078
H -5.31895 3.02539 2.93462 -0.044 0.022 -0.075
H -5.86592 0.70556 2.81538 0.023 -0.134 0.104
H -4.18591 0.20940 2.82888 -0.003 -0.106 -0.012
H -4.57636 1.80362 0.43315 -0.049 0.072 -0.030
H -5.90304 0.65084 0.52245 -0.063 0.099 -0.002
H -2.95230 -0.00613 0.59878 0.056 -0.034 0.104
H -4.24343 -1.18772 0.88879 -0.018 -0.048 0.024
H -2.28198 -0.84101 -1.73296 0.062 0.009 0.253
H -4.25082 4.75151 1.71281 -0.015 0.046 -0.040
H -1.29677 7.26481 -0.72766 -0.056 0.026 -0.008
H 0.76751 5.89487 -0.90524 0.052 -0.024 0.003
C 2.14641 -4.17675 -1.09397 0.015 0.111 -0.075
O 1.14311 -3.67179 -0.23164 -0.017 -0.090 0.085
C -0.16795 -3.77436 -0.75674 0.045 0.152 0.049
C -0.93300 -4.93266 -0.15645 -0.063 -0.101 -0.051
O -0.36583 -6.18052 -0.51062 0.059 0.030 -0.002
C 0.43696 -6.75128 0.50603 -0.010 -0.005 -0.015
H 3.07046 -4.23559 -0.52117 -0.006 0.037 0.016
H 1.89952 -5.17109 -1.47301 -0.032 -0.006 0.018
H 2.29582 -3.49655 -1.94033 0.050 -0.062 -0.043
H -0.13900 -3.87126 -1.84685 -0.003 -0.018 -0.015
H -0.69246 -2.84298 -0.51324 -0.015 -0.009 -0.013
H -1.95846 -4.91497 -0.53910 0.003 0.016 0.012
H -0.97568 -4.82535 0.93256 0.008 0.012 0.012
H -0.18290 -7.12227 1.32948 0.013 0.022 0.022
H 1.16173 -6.03371 0.89799 0.001 0.001 0.007
H 0.97105 -7.59040 0.06423 -0.025 -0.015 -0.009
C 4.86035 -1.19259 -2.44880 0.001 -0.013 -0.015
O 3.91600 -1.29909 -3.49808 0.028 0.045 0.022
C 2.68211 -0.66091 -3.21548 -0.025 -0.153 -0.022
C 2.56938 0.69124 -3.88279 -0.026 0.120 0.048
O 3.51484 1.61427 -3.37000 0.044 -0.055 0.012
C 4.64773 1.78829 -4.19973 -0.015 0.013 0.014
H 5.81783 -1.53524 -2.83730 -0.011 -0.029 -0.007
H 4.96376 -0.16131 -2.10311 0.000 0.002 0.010
H 4.57528 -1.82720 -1.60180 -0.006 0.030 0.022
H 2.54776 -0.55510 -2.13332 -0.010 0.018 0.014
H 1.88469 -1.30957 -3.59305 -0.023 0.030 0.006
H 1.57204 1.09809 -3.68953 -0.003 -0.014 -0.011
H 2.68733 0.58290 -4.96570 0.004 -0.013 -0.012
H 4.38845 2.35727 -5.09922 0.008 -0.027 -0.021
H 5.08250 0.83038 -4.49544 0.004 -0.002 -0.009
H 5.38408 2.35175 -3.62929 -0.018 0.023 0.005